(1)
DFT (wB97M-V/def2-TZVPD) results for a cluster of 8 separate species, C15H52B2NO5 in total.

Cartesian coordinates (Å):
N (-0.5557, 0.5573, -0.3712)
H (-0.7272, 1.4084, -0.9196)
H (-0.0717, 0.8264, 0.4943)
H (0.0425, -0.1105, -0.8955)
H (-1.4419, 0.1184, -0.0081)
B (-3.0573, -0.5201, 0.7783)
H (-2.8516, 0.3863, 1.4679)
H (-3.8809, -1.1762, 1.2591)
H (-3.3122, -0.2166, -0.3150)
H (-2.0697, -1.1317, 0.7345)
B (0.4801, 0.3331, 3.4272)
H (-0.1553, 1.1199, 3.9911)
H (0.1606, 0.2134, 2.3240)
H (1.5960, 0.6317, 3.5523)
H (0.2643, -0.6742, 3.9556)
C (-2.2013, 3.6699, -0.5937)
C (-1.8504, 3.5866, -2.0710)
C (-1.1754, 4.8816, -2.5925)
O (-0.9864, 2.4841, -2.3118)
H (-1.3168, 3.6157, 0.0412)
H (-2.8241, 2.7951, -0.3760)
H (-2.8682, 4.4958, -0.3515)
H (-2.7559, 3.4397, -2.6714)
H (-1.9330, 5.6676, -2.5914)
H (-0.7954, 4.7137, -3.6006)
H (-0.4003, 5.1908, -1.8910)
H (-0.6431, 2.5397, -3.2068)
C (2.1733, 3.8816, -0.0272)
C (2.2199, 2.8641, 1.1153)
C (2.8823, 3.4391, 2.3742)
O (0.9138, 2.4386, 1.4054)
H (1.5489, 4.7089, 0.3223)
H (1.6585, 3.4433, -0.8831)
H (3.1658, 4.2607, -0.2620)
H (2.8264, 1.9910, 0.8398)
H (3.8885, 3.8052, 2.1410)
H (2.9815, 2.6796, 3.1484)
H (2.3445, 4.3061, 2.7639)
H (0.9065, 1.7855, 2.1466)
C (2.4263, 0.3765, -1.9198)
C (1.8695, -0.7896, -2.6939)
C (2.7508, -2.0296, -2.7264)
O (0.6059, -1.1744, -2.0965)
H (3.3140, 0.8316, -2.3537)
H (2.5888, 0.0362, -0.8934)
H (1.6455, 1.1411, -1.9573)
H (1.6764, -0.5185, -3.7413)
H (2.3636, -2.7400, -3.4613)
H (2.7042, -2.4477, -1.7203)
H (3.7510, -1.7696, -3.0752)
H (0.4376, -2.0756, -2.3922)
C (-4.8241, -3.3726, -0.9667)
C (-3.6103, -3.9854, -0.2972)
C (-3.4267, -5.4322, -0.7492)
O (-2.4661, -3.2785, -0.7820)
H (-5.7327, -3.6862, -0.4344)
H (-4.9743, -3.6564, -2.0120)
H (-4.8301, -2.2834, -0.9610)
H (-3.6073, -3.9229, 0.7947)
H (-2.6246, -5.9306, -0.2020)
H (-3.1840, -5.4355, -1.8126)
H (-4.3324, -6.0217, -0.5857)
H (-2.4385, -2.4456, -0.2662)
C (2.9982, -2.2699, 3.1782)
C (2.6941, -2.1808, 1.6990)
C (1.4948, -3.0264, 1.2969)
O (2.3575, -0.8294, 1.3818)
H (3.9595, -1.8044, 3.4096)
H (3.0898, -3.3102, 3.5115)
H (2.2245, -1.8067, 3.7869)
H (3.5851, -2.4491, 1.1234)
H (1.6251, -4.1054, 1.4361)
H (1.3224, -2.9209, 0.2232)
H (0.5932, -2.7153, 1.8251)
H (1.7937, -0.4204, 2.0905)

ΔE to the lowest compared entry with this formula, charge and spin	0.0	kcal/mol
total energy	-1083.283388	a.u.
orbital gap	8.2	eV
E_HOMO	-0.2156	Eh
total charge	-1

Results of the Mulliken charge analysis, in e, for atoms 1 through 2: number 1, N, carries 0.887; number 2, H, carries 0.088

(2)
DFT (wB97M-V/def2-TZVPD) results for a cluster of 12 separate species, C15H54N18O12 in total.

Cartesian coordinates (Å):
C (-3.9973, 2.5323, -3.6115)
C (-3.1628, 1.7788, -2.5804)
O (-3.3347, 0.3666, -2.7160)
H (-5.0489, 2.3935, -3.3974)
H (-3.6227, 2.2201, -4.5839)
H (-3.7576, 3.5820, -3.4391)
H (-3.3871, 2.0641, -1.5527)
H (-2.0980, 1.9617, -2.7296)
H (-2.6248, -0.1262, -2.3247)
C (1.7494, -0.7005, -4.5164)
C (3.1306, -0.6996, -3.9192)
O (4.1578, -0.9850, -4.8543)
H (1.0081, -0.5196, -3.7258)
H (1.4795, -1.6826, -4.9019)
H (1.5964, -0.0039, -5.3366)
H (3.1362, -1.4555, -3.1184)
H (3.3567, 0.2781, -3.5240)
H (4.0059, -1.8434, -5.2488)
C (0.1773, 0.9150, -0.7369)
C (-0.5186, -0.4296, -0.5093)
O (-0.9205, -1.0523, -1.7435)
H (-0.5366, 1.4909, -1.3037)
H (1.0287, 0.7291, -1.4004)
H (0.5452, 1.3224, 0.2014)
H (-1.4307, -0.2708, 0.0881)
H (0.1393, -1.1097, 0.0361)
H (-0.2722, -1.7340, -1.9064)
C (0.4995, -4.9067, -1.9557)
O (0.6532, -3.7185, -2.0731)
N (-0.7468, -5.3760, -2.1426)
N (1.5409, -5.7147, -1.7882)
H (-0.7555, -6.3698, -2.3605)
H (-1.0856, -4.8226, -2.9334)
H (2.3196, -5.2321, -1.3318)
H (1.3686, -6.6474, -1.3887)
C (3.4033, -2.2214, 0.7455)
O (3.3057, -3.3848, 1.0919)
N (4.2533, -1.4193, 1.3757)
N (2.6857, -1.8197, -0.2372)
H (4.7088, -0.5766, 1.0430)
H (4.6429, -1.9667, 2.1329)
H (2.3164, -2.5362, -0.8285)
H (2.8268, -0.8942, -0.6001)
C (1.6897, 2.7829, -4.0544)
O (2.4640, 2.4059, -3.1725)
N (0.4155, 3.1294, -3.7170)
N (2.1431, 3.0367, -5.2910)
H (-0.3365, 3.1833, -4.3823)
H (0.1671, 3.0927, -2.7408)
H (1.5598, 3.3339, -6.0599)
H (3.1200, 2.8642, -5.4596)
C (-2.5574, -3.9179, 0.9968)
O (-3.0106, -3.5306, 2.0663)
N (-1.9501, -5.0361, 1.0261)
N (-2.8313, -3.2575, -0.1055)
H (-1.5943, -5.2373, 1.9539)
H (-1.5264, -5.4303, 0.2011)
H (-2.1762, -3.0569, -0.8613)
H (-3.2687, -2.4219, 0.2700)
C (-1.0595, -1.5793, 4.3640)
O (-1.1450, -2.7513, 4.7731)
N (-1.9144, -0.6728, 4.8554)
N (-0.1374, -1.3432, 3.4629)
H (-2.2850, -0.0795, 4.1197)
H (-2.6539, -1.1279, 5.3698)
H (0.5799, -2.0635, 3.5028)
H (0.1063, -0.4006, 3.1819)
C (2.7160, 1.4905, 3.7172)
O (3.8801, 1.2710, 3.9148)
N (1.9925, 1.7017, 4.7734)
N (2.2790, 1.4669, 2.4811)
H (1.2601, 2.4027, 4.7685)
H (2.6884, 1.7715, 5.5084)
H (1.2738, 1.2266, 2.4717)
H (2.8442, 0.6647, 2.1516)
C (2.3466, 5.2761, 1.7750)
O (1.8457, 6.1845, 2.4162)
N (1.5421, 4.4388, 1.0318)
N (3.6463, 5.0730, 1.6527)
H (1.8290, 3.4583, 1.0335)
H (0.5629, 4.5419, 1.2978)
H (4.0039, 4.1271, 1.5744)
H (4.1081, 5.6755, 2.3290)
C (-1.0711, 2.7144, 3.1421)
O (-0.9160, 1.6273, 2.6267)
N (-1.2367, 3.6650, 2.3155)
N (-1.0167, 2.8438, 4.4724)
H (-1.5833, 3.2024, 1.4796)
H (-1.5598, 4.5707, 2.5854)
H (-1.2655, 2.0347, 5.0367)
H (-1.4309, 3.6844, 4.8590)
C (-4.6027, -0.7041, 1.1716)
O (-5.0043, 0.1043, 0.3642)
N (-3.5263, -0.5109, 1.9097)
N (-5.2463, -1.8056, 1.3419)
H (-2.9827, -1.3258, 2.1802)
H (-3.0243, 0.2538, 1.4886)
H (-6.0019, -1.8304, 0.6580)
H (-4.8849, -2.6324, 1.7783)

ΔE to the lowest compared entry with this formula, charge and spin	76.8	kcal/mol
total energy	-2492.669634	a.u.
orbital gap	9.3	eV
E_HOMO	-0.3392	Eh
SMILES	NC(N)=O.NC(N)=O.NC(N)=O.NC(N)=O.NC(N)=O.NC(N)=O.NC(N)=O.NC(N)=O.NC(N)=O.CCO.CCO.CCO
total charge	0

Results of the Mulliken charge analysis, in e, for atoms 1 through 2: number 1, C, carries -1.399; number 2, C, carries 0.898